No. 1
C6H7O2SSi | ωB97M-V/def2-TZVPD

The value obtained for the HOMO energy is -2.683 eV. Its charge is -1. The gap between HOMO and LUMO is 5.979 eV. The relative energy (zero: lowest compared OMol25 entry of this formula, charge and spin) is 0.456 eV.

Geometry as XYZ:
```
17
Properties=species:S:1:pos:R:3:mulliken_charge:R:1
C -1.921 0.268 0.889 -0.21
C -0.896 1.000 1.439 -0.51
C -1.600 -0.753 -0.023 -0.25
C 0.400 0.731 0.982 -0.36
C -0.393 -0.990 -0.505 -0.65
C 0.661 -0.237 0.004 0.49
O 4.810 -0.808 1.071 -0.61
O 3.849 1.468 0.394 -0.64
Si 2.284 -0.558 -0.743 0.46
S 4.375 0.111 -0.023 0.36
H -2.986 0.693 1.150 0.20
H -1.143 1.834 2.023 0.41
H -2.434 -1.321 -0.603 0.17
H 1.275 1.313 1.251 0.40
H -0.138 -1.556 -1.449 0.19
H 2.547 0.478 -1.814 -0.18
H 2.247 -1.830 -1.364 -0.29
```

No. 2
C26H61BFNO4PSi | ωB97M-V/def2-TZVPD

The value obtained for the HOMO energy is -3.570 eV. Its charge is -1. The gap between HOMO and LUMO is 5.316 eV. The relative energy (zero: lowest compared OMol25 entry of this formula, charge and spin) is 1.111 eV.

Geometry as XYZ:
```
96
Properties=species:S:1:pos:R:3:mulliken_charge:R:1
C 10.884 3.419 -1.298 -1.19
C 11.237 2.162 -0.486 -0.53
C 10.139 1.827 0.546 -0.72
C 9.028 0.907 0.002 -0.39
C 8.541 -0.067 1.115 -0.80
C 7.048 -0.411 1.018 -0.86
C 6.719 -1.473 -0.046 0.01
C 5.395 -2.216 0.309 -0.79
C 4.197 -1.686 -0.490 -0.62
C 2.882 -2.440 -0.161 -0.79
C 1.759 -1.528 0.379 -0.63
C 0.744 -1.124 -0.698 -1.09
C -0.360 -2.178 -0.918 -0.54
C -1.280 -2.322 0.322 -0.74
C -2.775 -2.465 -0.091 -0.77
C -3.738 -1.706 0.867 -1.06
C -4.757 -0.827 0.142 0.40
O -4.765 0.534 0.523 -0.44
P -6.305 1.304 0.094 0.10
B -5.947 2.929 1.126 1.02
O -7.021 3.433 1.886 -0.63
N -4.619 3.647 1.205 -0.22
C -4.735 4.960 0.551 -0.92
C -4.339 3.862 2.643 -1.11
Si -8.165 2.190 -0.899 1.02
C -9.773 1.793 0.089 -1.27
C -8.008 4.054 -1.273 -1.16
C -8.413 1.358 -2.601 -1.25
O -6.862 -0.274 -0.594 -0.30
C -6.231 -1.243 0.161 -0.24
C -6.587 -2.670 -0.301 0.69
C -7.910 -3.090 0.357 -1.43
F -6.844 -2.667 -1.667 -0.34
H 11.060 4.295 -0.670 0.32
H 11.537 3.526 -2.166 0.35
H 9.848 3.412 -1.637 0.31
H 11.401 1.307 -1.146 0.36
H 12.182 2.343 0.032 0.31
H 10.623 1.313 1.381 0.45
H 9.728 2.765 0.926 0.27
H 8.155 1.483 -0.310 0.34
H 9.405 0.323 -0.840 0.25
H 8.703 0.454 2.064 0.45
H 9.156 -0.969 1.130 0.26
H 6.716 -0.755 2.000 0.45
H 6.490 0.501 0.785 0.20
H 6.547 -1.020 -1.024 0.32
H 7.503 -2.228 -0.119 -0.06
H 5.551 -3.276 0.093 0.32
H 5.158 -2.123 1.372 0.36
H 4.075 -0.612 -0.331 0.32
H 4.423 -1.839 -1.550 0.26
H 3.128 -3.188 0.600 0.44
H 2.547 -2.999 -1.037 0.40
H 2.234 -0.622 0.767 0.43
H 1.243 -2.009 1.211 0.33
H 1.221 -0.907 -1.659 0.41
H 0.257 -0.198 -0.378 0.43
H 0.084 -3.140 -1.191 0.30
H -0.939 -1.835 -1.777 0.48
H -1.149 -1.425 0.927 0.43
H -1.025 -3.217 0.890 0.24
H -3.017 -3.533 -0.074 0.35
H -2.932 -2.129 -1.115 0.46
H -4.210 -2.445 1.523 0.43
H -3.137 -1.048 1.498 0.48
H -4.492 -0.820 -0.931 0.05
H -6.993 0.857 1.309 -0.47
H -5.617 1.737 -1.128 -0.51
H -6.969 4.391 1.981 0.26
H -5.442 5.635 1.071 0.32
H -3.762 5.458 0.568 0.28
H -5.103 4.804 -0.463 0.25
H -3.265 3.942 2.835 0.27
H -4.802 4.793 3.014 0.36
H -4.770 3.060 3.243 0.32
H -9.480 1.135 0.907 0.29
H -10.186 2.734 0.458 0.32
H -10.487 1.281 -0.560 0.34
H -8.022 4.679 -0.380 0.30
H -8.831 4.365 -1.928 0.37
H -7.090 4.218 -1.847 0.23
H -9.219 1.871 -3.147 0.34
H -8.704 0.313 -2.494 0.24
H -7.515 1.405 -3.223 0.30
H -6.486 -1.246 1.238 0.10
H -5.793 -3.387 -0.077 0.19
H -8.672 -2.420 -0.047 0.27
H -8.160 -4.132 0.161 0.40
H -7.884 -2.894 1.429 0.36
C 9.650 -4.799 -0.692 -0.48
O 8.258 -5.026 -0.494 -0.47
H 9.825 -3.728 -0.617 0.15
H 10.241 -5.309 0.073 0.26
H 9.964 -5.140 -1.682 0.27
H 8.104 -5.972 -0.561 0.29
```

No. 3
C9H16N4O5 | ωB97M-V/def2-TZVPD

The value obtained for the HOMO energy is -9.642 eV. The gap between HOMO and LUMO is 10.034 eV. The relative energy (zero: lowest compared OMol25 entry of this formula, charge and spin) is 1.087 eV. The SMILES is NC(=O)CC[C@H](NC(=O)[C@@H](N)CC(N)=O)C(=O)O.

Geometry as XYZ:
```
34
Properties=species:S:1:pos:R:3:mulliken_charge:R:1
C -1.668 -0.261 1.140 -0.25
C -0.214 -0.128 1.674 0.54
C -2.633 -0.245 2.391 -0.71
C -2.743 -1.658 2.982 0.22
C 0.833 -0.056 -0.654 0.25
C 1.329 -1.388 -1.318 0.07
C 1.642 1.114 -1.075 -0.78
C 1.474 1.321 -2.597 -0.46
C 2.347 2.508 -3.074 0.42
H -1.891 -2.252 0.888 0.31
H -2.812 -1.467 -0.113 0.29
H -1.801 0.615 0.500 0.46
H -2.149 0.443 3.073 0.41
H -3.640 0.050 2.079 0.39
H -1.879 -3.144 3.867 0.20
H -0.846 -1.753 3.808 0.26
H 1.735 -0.077 1.360 0.30
H -0.201 0.075 -0.901 0.34
H 1.344 2.055 -0.505 0.31
H 2.718 0.951 -0.819 0.37
H 1.690 0.387 -3.126 0.35
H 0.419 1.609 -2.745 0.27
H 0.724 3.801 -3.348 0.20
H 2.352 4.410 -3.659 0.25
H 2.078 -3.022 -0.878 0.37
N -1.861 -1.448 0.269 -0.56
N -1.724 -2.229 3.615 -0.28
N 0.842 -0.138 0.839 -0.10
N 1.716 3.710 -3.280 -0.40
O -0.029 -0.072 2.883 -0.79
O -3.772 -2.315 2.713 -0.65
O 0.980 -1.705 -2.425 -0.55
O 3.579 2.483 -3.057 -0.63
O 2.062 -2.171 -0.508 -0.43
```

No. 4
C5H8N2O | ωB97M-V/def2-TZVPD

The value obtained for the HOMO energy is -8.056 eV. The gap between HOMO and LUMO is 8.988 eV. The relative energy (zero: lowest compared OMol25 entry of this formula, charge and spin) is 6.537 eV.

Geometry as XYZ:
```
16
Properties=species:S:1:pos:R:3:mulliken_charge:R:1
C -0.274 -0.205 -0.427 0.19
C 0.776 0.096 1.556 -0.45
C 1.728 0.698 0.350 -0.60
C 0.503 1.260 -0.110 -0.22
C 0.060 1.416 1.269 -0.56
H -2.335 -1.599 -2.395 0.36
H -0.673 -1.683 0.650 0.35
H 1.098 -0.476 2.316 0.59
H 2.401 1.386 0.662 0.46
H 1.914 -0.168 -0.351 0.27
H 0.358 2.017 -0.933 0.38
H 0.508 2.381 1.901 0.23
H -1.063 1.596 1.339 0.31
N -1.079 -0.440 -1.488 -0.51
N 0.195 -0.923 0.657 -0.40
O -1.598 -1.688 -1.651 -0.41
```

No. 5
C34H32CoFN2OPS2Si | ωB97M-V/def2-TZVPD

The value obtained for the HOMO energy (spin up / spin down) is -10.439 / -10.329 eV. Its charge is +1. The gap between HOMO and LUMO (spin up / spin down) is 8.241 / 5.630 eV. The relative energy (zero: lowest compared OMol25 entry of this formula, charge and spin) is 0.000 eV. As for the multiplicity: 5.

Geometry as XYZ:
```
75
Properties=species:S:1:pos:R:3:mulliken_charge:R:1
Co 1.296 -0.218 1.000 0.03
C 2.333 4.402 1.160 -1.35
Si 1.413 2.829 0.709 -0.01
C 0.596 3.031 -0.980 -0.57
C 0.072 2.533 2.004 -0.66
N 2.359 1.356 0.726 1.06
C 3.644 1.111 0.348 0.14
C 4.614 2.083 0.072 -0.44
C 5.905 1.729 -0.261 -0.95
C 6.297 0.394 -0.326 -0.44
C 5.368 -0.608 -0.051 -0.98
C 4.093 -0.219 0.267 1.03
F 3.169 -1.219 0.547 -0.23
H 1.599 5.195 1.278 0.40
H 3.020 4.729 0.387 0.43
H 2.878 4.319 2.095 0.35
H -0.398 3.455 -0.898 0.21
H 0.503 2.070 -1.488 -0.01
H 1.177 3.684 -1.623 0.54
H -0.779 3.187 1.836 0.47
H 0.459 2.728 3.002 0.38
H -0.331 1.514 2.014 -0.02
H 4.357 3.124 0.133 0.24
H 6.622 2.509 -0.465 0.44
H 7.309 0.131 -0.582 0.43
H 5.615 -1.657 -0.077 0.50
S 2.920 0.910 3.381 -0.13
C 1.477 0.134 3.813 0.41
N 0.781 -0.561 2.939 0.18
C -0.416 -1.015 3.454 -0.97
C -1.374 -1.765 2.768 0.50
C -2.504 -2.165 3.445 -0.60
C -2.690 -1.834 4.793 -0.66
C -1.750 -1.103 5.483 -0.53
C -0.608 -0.685 4.802 0.98
S 0.727 0.263 5.367 -0.21
H -1.214 -2.053 1.736 0.13
H -3.252 -2.755 2.935 0.45
H -3.585 -2.161 5.296 0.41
H -1.899 -0.850 6.520 0.42
O 0.422 -0.741 -0.633 -0.40
P -0.872 -0.920 -1.402 1.12
C -1.804 -2.321 -0.773 0.36
C -3.183 -2.285 -0.608 -0.05
C -3.850 -3.401 -0.128 -0.78
C -3.142 -4.547 0.191 -0.53
C -1.766 -4.590 0.024 -0.71
C -1.098 -3.483 -0.462 -0.49
C -1.887 0.547 -1.264 0.45
C -2.272 0.964 0.012 -0.21
C -2.995 2.130 0.170 -0.91
C -3.347 2.881 -0.945 -0.71
C -2.971 2.470 -2.212 -0.79
C -2.235 1.306 -2.375 -0.54
C -0.466 -1.217 -3.124 -0.03
C -1.414 -1.722 -4.009 -0.43
C -1.080 -1.922 -5.336 -0.69
C 0.201 -1.625 -5.779 -0.54
C 1.149 -1.131 -4.899 -0.66
C 0.819 -0.924 -3.569 -0.45
H -3.738 -1.388 -0.843 0.47
H -4.920 -3.373 -0.003 0.45
H -3.664 -5.413 0.566 0.44
H -1.218 -5.485 0.270 0.46
H -0.024 -3.515 -0.594 0.44
H -2.014 0.374 0.890 0.45
H -3.289 2.452 1.159 0.53
H -3.918 3.789 -0.824 0.41
H -3.239 3.058 -3.076 0.44
H -1.924 1.002 -3.363 0.42
H -2.409 -1.968 -3.664 0.42
H -1.813 -2.316 -6.023 0.43
H 0.460 -1.786 -6.815 0.40
H 2.145 -0.908 -5.246 0.45
H 1.553 -0.544 -2.875 0.40
```